# C50H41B2ClNO33

9 unconnected molecules or ions with the total composition C50H41B2ClNO33 at a distorted geometry (wB97M-V/def2-TZVPD, the OMol25 dataset).

Properties
* DFT total energy: -4977.4852 Ha
* HOMO-LUMO gap: 3.35 eV
* LUMO level: -0.033 Ha
* HOMO level: -4.255 eV
* charge: -1

Last columns: bonded neighbours and bond lengths (Å).
Positions of all 128 atoms, in Å:
1 C 3.419 -0.112 -0.991  N2 1.518, H8 1.171, H9 1.178, H10 1.173
2 N 2.129 -0.911 -0.967  C1 1.518, C3 1.513, B4 1.525
3 C 0.979 -0.047 -1.434  N2 1.513, H11 1.194, H12 1.183, H13 1.188
4 B 2.372 -2.106 -1.884  N2 1.525, O5 1.485, B6 1.682
5 O 2.285 -2.073 -3.366  B4 1.485, H14 1.015
6 B 2.717 -3.552 -1.096  B4 1.682, Cl7 1.896, H15 1.184, H16 1.182
7 Cl 1.311 -3.747 0.161  B6 1.896
8 H 3.925 -0.207 0.061  C1 1.171
9 H 4.089 -0.566 -1.846  C1 1.178
10 H 3.134 0.982 -1.305  C1 1.173
11 H 0.931 0.876 -0.679  C3 1.194
12 H 1.221 0.325 -2.530  C3 1.183
13 H -0.065 -0.611 -1.368  C3 1.188
14 H 2.571 -1.168 -3.724  O5 1.015
15 H 2.755 -4.450 -1.867  B6 1.184
16 H 3.737 -3.368 -0.528  B6 1.182
17 C -3.776 -4.429 -1.915  C18 1.334, C23 1.471, H27 1.083
18 C -2.828 -3.697 -1.327  C17 1.334, C19 1.489, O26 1.383
19 C -2.683 -2.243 -1.614  C18 1.489, O20 1.226, C21 1.471
20 O -1.815 -1.592 -1.044  C19 1.226
21 C -3.603 -1.638 -2.590  C19 1.471, C22 1.334, H28 1.082
22 C -4.549 -2.371 -3.181  C21 1.334, C23 1.489, O25 1.383
23 C -4.711 -3.819 -2.873  C17 1.471, C22 1.489, O24 1.226
24 O -5.601 -4.462 -3.419  C23 1.226
25 O -5.415 -1.810 -4.102  C22 1.383, H29 0.982
26 O -1.944 -4.264 -0.427  C18 1.383, H30 0.982
27 H -3.893 -5.486 -1.714  C17 1.083
28 H -3.476 -0.584 -2.803  C21 1.082
29 H -6.005 -2.542 -4.384  O25 0.982
30 H -1.357 -3.530 -0.141  O26 0.982
31 C 1.602 3.652 1.509  C32 1.334, C37 1.471, H41 1.083
32 C 2.025 4.736 2.162  C31 1.334, C33 1.489, O40 1.383
33 C 1.973 6.086 1.535  C32 1.489, O34 1.226, C35 1.471
34 O 2.351 7.066 2.166  C33 1.226
35 C 1.465 6.187 0.158  C33 1.471, C36 1.334, H42 1.082
36 C 1.046 5.102 -0.496  C35 1.334, C37 1.489, O39 1.383
37 C 1.072 3.757 0.141  C31 1.471, C36 1.489, O38 1.226
38 O 0.663 2.781 -0.479  C37 1.226
39 O 0.570 5.189 -1.792  C36 1.383, H43 0.982
40 O 2.526 4.645 3.447  C32 1.383, H44 0.982
41 H 1.632 2.665 1.954  C31 1.083
42 H 1.450 7.171 -0.293  C35 1.082
43 H 0.328 4.271 -2.043  O39 0.982
44 H 2.763 5.564 3.701  O40 0.982
45 C 0.341 9.051 3.355  C46 1.334, C51 1.471, H55 1.083
46 C 0.579 10.353 3.523  C45 1.334, C47 1.489, O54 1.383
47 C -0.336 11.209 4.329  C46 1.489, O48 1.226, C49 1.471
48 O -0.081 12.398 4.481  C47 1.226
49 C -1.530 10.580 4.915  C47 1.471, C50 1.334, H56 1.082
50 C -1.769 9.278 4.744  C49 1.334, C51 1.489, O53 1.383
51 C -0.840 8.418 3.961  C45 1.471, C50 1.489, O52 1.226
52 O -1.076 7.221 3.837  C51 1.226
53 O -2.890 8.681 5.290  C50 1.383, H57 0.982
54 O 1.685 10.956 2.953  C46 1.383, H58 0.982
55 H 0.999 8.417 2.773  C45 1.083
56 H -2.195 11.217 5.483  C49 1.082
57 H -2.837 7.736 5.028  O53 0.982
58 H 1.635 11.899 3.221  O54 0.982
59 C 3.127 -9.878 -0.462  C60 1.334, C65 1.471, H69 1.083
60 C 1.876 -9.633 -0.068  C59 1.334, C61 1.489, O68 1.383
61 C 1.400 -8.243 0.176  C60 1.489, O62 1.226, C63 1.471
62 O 0.239 -8.048 0.519  C61 1.226
63 C 2.361 -7.144 -0.005  C61 1.471, C64 1.334, H70 1.082
64 C 3.613 -7.389 -0.397  C63 1.334, C65 1.489, O67 1.383
65 C 4.081 -8.777 -0.666  C59 1.471, C64 1.489, O66 1.226
66 O 5.232 -8.969 -1.042  C65 1.226
67 O 4.522 -6.361 -0.566  C64 1.383, H71 0.982
68 O 0.975 -10.664 0.129  C60 1.383, H72 0.982
69 H 3.486 -10.883 -0.645  C59 1.083
70 H 2.007 -6.140 0.192  C63 1.082
71 H 5.355 -6.794 -0.853  O67 0.982
72 H 0.140 -10.230 0.410  O68 0.982
73 C -6.809 -7.227 1.346  C74 1.334, C79 1.471, H83 1.083
74 C -7.711 -8.207 1.416  C73 1.334, C75 1.489, O82 1.383
75 C -8.328 -8.780 0.188  C74 1.489, O76 1.226, C77 1.471
76 O -9.140 -9.694 0.283  C75 1.226
77 C -7.933 -8.213 -1.111  C75 1.471, C78 1.334, H84 1.082
78 C -7.034 -7.229 -1.180  C77 1.334, C79 1.489, O81 1.383
79 C -6.397 -6.676 0.046  C73 1.471, C78 1.489, O80 1.226
80 O -5.560 -5.785 -0.051  C79 1.226
81 O -6.660 -6.689 -2.397  C78 1.383, H85 0.982
82 O -8.106 -8.728 2.635  C74 1.383, H86 0.982
83 H -6.351 -6.802 2.231  C73 1.083
84 H -8.402 -8.626 -1.994  C77 1.082
85 H -5.998 -5.997 -2.183  O81 0.982
86 H -8.763 -9.425 2.420  O82 0.982
87 C 6.465 -6.639 -4.207  C88 1.334, C93 1.471, H97 1.083
88 C 6.888 -5.554 -3.555  C87 1.334, C89 1.489, O96 1.383
89 C 6.836 -4.204 -4.182  C88 1.489, O90 1.226, C91 1.471
90 O 7.214 -3.224 -3.550  C89 1.226
91 C 6.328 -4.103 -5.559  C89 1.471, C92 1.334, H98 1.082
92 C 5.909 -5.188 -6.213  C91 1.334, C93 1.489, O95 1.383
93 C 5.935 -6.534 -5.576  C87 1.471, C92 1.489, O94 1.226
94 O 5.526 -7.510 -6.195  C93 1.226
95 O 5.433 -5.101 -7.508  C92 1.383, H99 0.982
96 O 7.389 -5.645 -2.269  C88 1.383, H100 0.982
97 H 6.495 -7.625 -3.763  C87 1.083
98 H 6.312 -3.119 -6.009  C91 1.082
99 H 5.191 -6.019 -7.760  O95 0.982
100 H 7.626 -4.726 -2.016  O96 0.982
101 C 0.175 9.396 11.092  C102 1.334, C107 1.471, H111 1.083
102 C -0.728 8.415 11.162  C101 1.334, C103 1.489, O110 1.383
103 C -1.344 7.842 9.933  C102 1.489, O104 1.226, C105 1.471
104 O -2.156 6.928 10.028  C103 1.226
105 C -0.950 8.410 8.635  C103 1.471, C106 1.334, H112 1.082
106 C -0.050 9.393 8.565  C105 1.334, C107 1.489, O109 1.383
107 C 0.587 9.946 9.791  C101 1.471, C106 1.489, O108 1.226
108 O 1.424 10.837 9.694  C107 1.226
109 O 0.323 9.933 7.348  C106 1.383, H113 0.982
110 O -1.122 7.894 12.380  C102 1.383, H114 0.982
111 H 0.632 9.820 11.976  C101 1.083
112 H -1.419 7.996 7.751  C105 1.082
113 H 0.986 10.625 7.563  O109 0.982
114 H -1.780 7.197 12.166  O110 0.982
115 C 0.088 2.806 -5.989  C116 1.334, C121 1.471, H125 1.083
116 C -0.428 2.531 -4.790  C115 1.334, C117 1.489, O124 1.383
117 C -1.864 2.170 -4.629  C116 1.489, O118 1.226, C119 1.471
118 O -2.305 1.904 -3.516  C117 1.226
119 C -2.709 2.153 -5.833  C117 1.471, C120 1.334, H126 1.082
120 C -2.194 2.432 -7.032  C119 1.334, C121 1.489, O123 1.383
121 C -0.753 2.765 -7.196  C115 1.471, C120 1.489, O122 1.226
122 O -0.304 2.999 -8.314  C121 1.226
123 O -2.983 2.420 -8.168  C120 1.383, H127 0.982
124 O 0.355 2.570 -3.651  C116 1.383, H128 0.982
125 H 1.130 3.068 -6.121  C115 1.083
126 H -3.755 1.907 -5.700  C119 1.082
127 H -2.380 2.653 -8.907  O123 0.982
128 H -0.247 2.332 -2.912  O124 0.982

Löwdin atomic charge list, values in e, 8 entries: atom 1 (C): -0.106, atom 2 (N): -0.193, atom 3 (C): -0.113, atom 4 (B): -0.575, atom 5 (O): -0.009, atom 6 (B): -0.786, atom 7 (Cl): 0.450, atom 8 (H): 0.100